The following is a DFT calculation (ωB97M-V/def2-TZVPD) of a molecular structure, C5H6O2.

Calculated total energy: -9371.6649 eV
Strongest force on any atom: 1.94 eV/Å
HOMO-LUMO gap: 9.2 eV
LUMO level: 1.0372 eV
Molecular weight: 98.10 g mol⁻¹
Relative energy (zero: lowest compared OMol25 entry of this formula, charge and spin): 125.2 kcal per mole

CARTESIAN COORDINATES (ANGSTROEM)
C (0.79716, 0.57603, 1.30192)
O (0.96323, -0.75238, 0.96852)
C (0.18755, -1.24610, 0.00702)
C (-1.03599, -0.64319, -0.55922)
O (-1.41502, 0.55754, 0.11579)
C (-0.20215, 1.14920, -0.36558)
C (0.00747, 0.08652, -1.33039)
H (1.70872, 0.82255, 1.88968)
H (-0.10972, 0.78665, 1.85111)
H (0.49195, -2.26044, -0.25562)
H (-1.81958, -1.29050, -0.93391)
H (-0.18317, 2.23565, -0.47014)
H (0.60957, -0.02152, -2.21917)

Partial atomic charges computed with the natural (NBO) method, in multiples of e: C -0.152; O -0.451; C 0.136; C 0.036; O -0.508; C 0.078; C -0.366; H 0.182; H 0.173; H 0.207; H 0.205; H 0.216; H 0.245

***

The following is a DFT calculation (ωB97M-V/def2-TZVPD) of a molecular structure, C25H33F6N5O4P2S3Zn.

Calculated total energy: -157908.0235 eV
Strongest force on any atom: 2.93 eV/Å
HOMO-LUMO gap: 7.0 eV
LUMO level: -0.8529 eV
Molecular weight: 805.10 g mol⁻¹

CARTESIAN COORDINATES (ANGSTROEM)
Zn (0.46021, -0.06340, 0.52734)
C (0.55332, 1.62929, -2.74837)
P (-0.26461, 1.87628, -1.12361)
C (-1.96671, 1.50445, -1.68548)
N (-2.45917, 2.28490, -2.61279)
C (-3.67697, 2.00568, -3.11718)
C (-4.21304, 2.76027, -4.17833)
C (-5.42368, 2.40231, -4.70540)
C (-6.15605, 1.31802, -4.19086)
C (-5.67850, 0.59110, -3.13831)
C (-4.41932, 0.90914, -2.59779)
N (-3.89708, 0.12771, -1.63612)
C (-2.69177, 0.38266, -1.20229)
P (-2.00822, -0.85903, -0.03223)
C (-3.55223, -1.20601, 0.89333)
C (-1.89887, -2.33922, -1.22031)
C (-1.01269, -3.35889, -0.49534)
C (-3.26008, -2.93969, -1.55622)
C (-1.18514, -1.89935, -2.49639)
C (-0.26161, 3.74757, -0.87397)
C (-1.40453, 4.09843, 0.07968)
C (1.08290, 4.05121, -0.20786)
C (-0.40191, 4.53546, -2.17603)
H (-0.00011, 2.13128, -3.54172)
H (0.58550, 0.55679, -2.93805)
H (1.58411, 1.97798, -2.70016)
H (-3.64709, 3.59578, -4.56498)
H (-5.83648, 2.95813, -5.53195)
H (-7.10153, 1.05509, -4.64015)
H (-6.22089, -0.24027, -2.71931)
H (-4.38431, -1.03307, 0.21256)
H (-3.60955, -0.52482, 1.73967)
H (-3.53020, -2.23471, 1.23865)
H (-1.01776, -4.28505, 1.22219)
H (0.00414, -2.95726, -0.39976)
H (-0.97007, -4.29635, -1.06423)
H (-3.71097, -3.39022, -0.67762)
H (-3.14129, -3.71165, -2.31539)
H (-3.92673, -2.17183, -1.94268)
H (-0.22162, -1.44772, -2.26494)
H (-1.78806, -1.18527, -3.04890)
H (-1.00847, -2.76201, -3.13675)
H (-1.32278, 3.53122, 1.00418)
H (-2.37251, 3.87646, -0.36666)
H (-1.37742, 5.16026, 0.32198)
H (1.16868, 3.51363, 0.73685)
H (1.16995, 5.11651, 0.00034)
H (1.91486, 3.75463, -0.84647)
H (-1.33129, 4.28181, -2.67725)
H (0.42665, 4.33751, -2.85066)
H (-0.40575, 5.60092, -1.94677)
F (0.82520, -2.40086, 4.44208)
C (-0.34169, -2.81850, 3.97702)
F (-1.21202, -2.86935, 4.98802)
F (-0.18514, -4.08422, 3.53845)
S (-0.94188, -1.73268, 2.50368)
O (0.34339, -1.66463, 1.79035)
O (-1.55189, -3.60556, 0.79676)
N (-1.07449, -0.38711, 3.42234)
S (-0.82476, 0.92001, 2.64053)
O (-1.82818, 1.25251, 1.65720)
O (0.52908, 1.13898, 2.15763)
C (-1.05895, 2.19794, 3.99938)
F (-0.77181, 3.42235, 3.55308)
F (-0.28387, 1.95855, 5.04829)
F (-2.32828, 2.19156, 4.40399)
C (5.42409, 3.04834, -1.23270)
C (4.90334, 1.90995, -0.41087)
C (5.48482, 1.55607, 0.80703)
C (4.88652, 0.51738, 1.50297)
N (3.84140, -0.13637, 1.02879)
C (3.39133, 0.24125, -0.15661)
S (2.13215, -0.74696, -0.86916)
N (3.85821, 1.24352, -0.88666)
H (6.51300, 3.05572, -1.23235)
H (5.08131, 3.99262, -0.80776)
H (5.05856, 2.97446, -2.25423)
H (6.36268, 2.06094, 1.17774)
H (5.26317, 0.17856, 2.46126)

Partial atomic charges computed with the Löwdin method, in multiples of e: Zn 0.285; C -0.255; P 1.039; C -0.381; N 0.140; C -0.193; C -0.004; C -0.070; C -0.070; C -0.006; C -0.196; N 0.119; C -0.372; P 1.032; C -0.225; C -0.605; C -0.250; C -0.072; C -0.072; C -0.688; C -0.085; C -0.095; C -0.095; H 0.042; H 0.001; H 0.037; H 0.116; H 0.105; H 0.106; H 0.115; H 0.042; H 0.041; H 0.038; H 0.093; H 0.095; H 0.137; H 0.076; H 0.090; H 0.063; H 0.029; H 0.081; H 0.097; H 0.048; H 0.078; H 0.091; H 0.070; H 0.088; H 0.069; H 0.054; H 0.073; H 0.086; F 0.149; C -0.688; F 0.128; F 0.104; S 0.918; O -0.531; O -0.153; N -0.371; S 0.535; O -0.370; O -0.336; C -0.657; F 0.142; F 0.155; F 0.146; C -0.036; C -0.337; C -0.019; C -0.127; N 0.055; C -0.817; S 0.625; N 0.097; H 0.078; H 0.081; H 0.076; H 0.104; H 0.109

***

The following is a DFT calculation (ωB97M-V/def2-TZVPD) of a molecular structure, C11H25F6HgNO11S6.

Calculated total energy: -121311.8376 eV
Strongest force on any atom: 3.28 eV/Å
HOMO-LUMO gap: 8.9 eV
LUMO level: 0.3158 eV
Molecular weight: 854.30 g mol⁻¹
Relative energy (zero: lowest compared OMol25 entry of this formula, charge and spin): 19.2 kcal per mole

CARTESIAN COORDINATES (ANGSTROEM)
Hg (0.07556, 0.18442, -0.27022)
O (0.81906, 3.27034, -2.98215)
C (0.71882, 2.21863, -2.14151)
O (-0.05261, 1.26873, -2.38356)
O (1.42152, 2.22774, -1.08587)
H (1.43264, 3.85419, -2.51649)
C (2.71970, 1.10835, 2.38511)
F (3.73041, 1.22815, 3.23818)
F (1.94327, 2.19245, 2.57975)
F (3.12039, 1.04774, 1.14016)
S (1.74225, -0.43983, 2.79720)
O (2.42677, -1.50895, 2.14222)
O (1.70694, -0.46495, 4.22843)
N (0.30459, -0.04245, 2.00323)
S (-0.79655, -0.89781, 2.79191)
O (-1.92624, -0.99763, 1.91367)
O (-0.44177, -2.12684, 3.42019)
C (-1.37152, 0.28178, 4.15581)
F (-0.76521, -0.01762, 5.29996)
F (-1.06177, 1.53974, 3.84319)
F (-2.67875, 0.17368, 4.33680)
C (0.85925, -4.27353, 1.01543)
S (-0.47317, -3.42827, 0.16461)
O (0.06057, -2.12843, -0.32936)
C (-0.95082, -4.52314, -1.16527)
H (1.78553, -4.24003, 0.44777)
H (0.45583, -5.27165, 1.19916)
H (0.94156, -3.77287, 1.97694)
H (-1.09911, -5.52289, -0.74655)
H (-0.10590, -4.63965, -1.84876)
H (-1.90482, -4.22219, -1.58114)
C (-3.93273, -0.50784, -2.85538)
S (-3.40971, -1.06788, -1.22732)
O (-1.99522, -0.63002, -1.17760)
C (-4.27062, 0.17689, -0.27437)
H (-4.98932, -0.23798, -2.95321)
H (-3.65139, -1.22418, -3.61912)
H (-3.46718, 0.47269, -2.98550)
H (-3.91314, 0.15424, 0.75303)
H (-5.33675, -0.06959, -0.31437)
H (-4.14370, 1.19556, -0.63580)
C (4.56483, -1.75016, -0.80901)
S (3.11614, -1.27244, -1.78526)
O (2.18623, -0.68277, -0.79280)
C (3.89429, 0.10897, -2.66955)
H (4.27721, -2.54604, -0.12873)
H (4.98706, -0.89031, -0.29873)
H (5.21718, -2.16308, -1.58411)
H (3.85979, 0.97473, -2.00920)
H (3.17215, 0.28544, -3.46726)
H (4.87137, -0.21948, -3.00584)
C (-2.20276, 3.75914, -1.29769)
S (-1.96974, 3.17239, 0.39038)
O (-1.59930, 1.73165, 0.29835)
C (-0.48552, 4.09746, 0.77051)
H (-2.16236, 4.84694, -1.17463)
H (-3.19230, 3.55242, -1.70138)
H (-1.44706, 3.47403, -2.02343)
H (-0.60862, 5.08441, 0.30525)
H (0.48978, 3.77481, 0.40770)
H (-0.49502, 4.32282, 1.83626)

Partial atomic charges computed with the natural (NBO) method, in multiples of e: Hg 1.694; O -0.704; C 0.940; O -0.786; O -0.831; H 0.494; C 0.741; F -0.306; F -0.323; F -0.289; S 2.185; O -0.929; O -0.901; N -1.250; S 2.211; O -0.961; O -0.915; C 0.735; F -0.304; F -0.316; F -0.307; C -0.815; S 1.269; O -1.042; C -0.834; H 0.227; H 0.225; H 0.280; H 0.237; H 0.229; H 0.247; C -0.839; S 1.293; O -1.030; C -0.832; H 0.230; H 0.238; H 0.248; H 0.277; H 0.219; H 0.223; C -0.808; S 1.273; O -1.033; C -0.825; H 0.248; H 0.239; H 0.215; H 0.260; H 0.240; H 0.228; C -0.835; S 1.286; O -1.037; C -0.857; H 0.222; H 0.234; H 0.264; H 0.225; H 0.288; H 0.244

***

The following is a DFT calculation (ωB97M-V/def2-TZVPD) of a gas-phase ion, C25H35N4O (charge +1).

SMILES: Cc1ccc([C@@H](/C=C/N2[C@H](Cc3ccccc3)C(=O)N(C)C2(C)C)[N+](C)(C)N)cc1
Net charge: +1
Calculated total energy: -34493.3822 eV
Strongest force on any atom: 2.30 eV/Å
HOMO-LUMO gap: 8.4 eV
LUMO level: -2.4900 eV
Molecular weight: 407.58 g mol⁻¹
Relative energy (zero: lowest compared OMol25 entry of this formula, charge and spin): 3.9 kcal per mole

CARTESIAN COORDINATES (ANGSTROEM)
C (3.58472, -5.81089, -3.49090)
C (3.11708, -4.49374, -2.90652)
C (3.60007, -3.29724, -3.44243)
C (2.96561, -2.09907, -3.12585)
C (2.14760, -2.01028, -2.00002)
C (1.52053, -0.64707, -1.67930)
C (0.36618, -0.70602, -0.73000)
C (-0.34496, 0.38954, -0.37082)
N (-1.43486, 0.34485, 0.44602)
C (-2.04640, 1.59282, 0.83012)
C (-1.15196, 2.53348, 1.62578)
C (-1.83386, 3.82287, 2.04137)
C (-1.86824, 4.18352, 3.39039)
C (-2.57294, 5.32311, 3.78627)
C (-3.21740, 6.11435, 2.82634)
C (-3.14776, 5.76677, 1.47357)
C (-2.44890, 4.62452, 1.07623)
C (-3.28050, 1.13311, 1.64791)
O (-4.14978, 1.80479, 2.18948)
N (-3.27633, -0.23672, 1.61087)
C (-4.26325, -1.02376, 2.31297)
C (-2.14732, -0.85363, 0.94114)
C (-1.29359, -1.62752, 1.95615)
C (-2.61071, -1.74802, -0.21862)
N (2.80782, 0.26879, -1.19147)
C (4.08258, 0.43539, -1.95716)
C (2.42752, 1.65672, -0.80793)
N (3.18468, -0.36980, 0.05618)
C (1.90170, -3.17679, -1.25477)
C (2.30301, -4.41738, -1.76361)
H (3.04006, -6.67154, -3.08788)
H (3.45160, -5.86476, -4.58117)
H (4.66236, -5.96725, -3.31694)
H (4.39744, -3.33496, -4.19286)
H (3.13764, -1.22442, -3.76528)
H (1.26945, -0.09815, -2.64281)
H (0.08525, -1.68736, -0.31839)
H (-0.07645, 1.40374, -0.73214)
H (-2.43689, 2.08763, -0.08193)
H (-0.80210, 1.98052, 2.51307)
H (-0.28110, 2.75673, 0.99870)
H (-1.37269, 3.53230, 4.11766)
H (-2.62323, 5.57366, 4.84394)
H (-3.77061, 6.99819, 3.13818)
H (-3.64501, 6.37270, 0.72110)
H (-2.39726, 4.33339, 0.02604)
H (-4.98317, -0.33764, 2.76542)
H (-4.77916, -1.70268, 1.62033)
H (-3.78397, -1.62808, 3.09484)
H (-1.12886, -1.00246, 2.84813)
H (-1.81543, -2.55275, 2.23908)
H (-0.30892, -1.88734, 1.55390)
H (-3.44250, -1.23906, -0.72408)
H (-1.81438, -1.92069, -0.95278)
H (-2.95258, -2.70923, 0.18898)
H (3.96032, 0.98826, -2.90465)
H (4.73049, 1.03179, -1.27949)
H (4.56607, -0.52267, -2.15553)
H (2.27503, 2.31496, -1.68984)
H (1.56045, 1.67661, -0.12382)
H (3.29484, 2.03249, -0.22649)
H (2.32744, -0.36525, 0.62096)
H (3.42109, -1.33402, -0.19459)
H (1.36995, -3.16126, -0.28509)
H (1.94451, -5.34809, -1.30595)

Partial atomic charges computed with the natural (NBO) method, in multiples of e: C -0.644; C 0.024; C -0.199; C -0.194; C -0.142; C -0.022; C -0.456; C 0.116; N -0.425; C -0.123; C -0.422; C 0.056; C -0.221; C -0.195; C -0.207; C -0.196; C -0.235; C 0.688; O -0.584; N -0.457; C -0.422; C 0.344; C -0.638; C -0.646; N -0.097; C -0.423; C -0.438; N -0.648; C -0.144; C -0.224; H 0.229; H 0.235; H 0.237; H 0.227; H 0.217; H 0.222; H 0.236; H 0.210; H 0.216; H 0.216; H 0.192; H 0.208; H 0.222; H 0.223; H 0.220; H 0.198; H 0.262; H 0.205; H 0.200; H 0.228; H 0.228; H 0.210; H 0.233; H 0.228; H 0.226; H 0.235; H 0.245; H 0.245; H 0.237; H 0.237; H 0.244; H 0.380; H 0.384; H 0.210; H 0.231

***

The following is a DFT calculation (ωB97M-V/def2-TZVPD) of 2 unconnected molecules or ions with the total composition C2H7NO3.

SMILES: NC(=O)O.CO
Calculated total energy: -9820.5089 eV
Strongest force on any atom: 1.24 eV/Å
HOMO-LUMO gap: 11.0 eV
LUMO level: 0.7451 eV
Molecular weight: 93.08 g mol⁻¹
Relative energy (zero: lowest compared OMol25 entry of this formula, charge and spin): 10.4 kcal per mole

CARTESIAN COORDINATES (ANGSTROEM)
N (-1.68128, 1.61488, 0.23047)
C (-1.05440, 0.40045, 0.03323)
O (-0.91686, -0.15132, -1.04463)
O (-0.53839, -0.08444, 1.21109)
H (-2.32530, 1.84222, -0.48849)
H (-1.99351, 1.79611, 1.17798)
H (0.25704, -0.61025, 1.00873)
C (2.05265, -0.26026, -0.59717)
O (1.57719, -1.45437, 0.04094)
H (1.61395, -0.11088, -1.60390)
H (1.81337, 0.56788, 0.04549)
H (3.15256, -0.35446, -0.65087)
H (2.28581, -1.75491, 0.62226)

Partial atomic charges computed with the natural (NBO) method, in multiples of e: N -0.838; C 0.880; O -0.637; O -0.735; H 0.394; H 0.396; H 0.517; C -0.259; O -0.735; H 0.213; H 0.165; H 0.168; H 0.473

***

The following is a DFT calculation (ωB97M-V/def2-TZVPD) of a molecular structure, C6H15InNO6P.

Calculated total energy: -34698.2177 eV
Strongest force on any atom: 4.52 eV/Å
HOMO-LUMO gap: 5.2 eV
LUMO level: -4.2556 eV
Molecular weight: 342.98 g mol⁻¹
Relative energy (zero: lowest compared OMol25 entry of this formula, charge and spin): 21.1 kcal per mole

CARTESIAN COORDINATES (ANGSTROEM)
In (-0.43963, 1.27768, 2.30714)
P (-3.12521, 2.52048, 3.58607)
O (-3.24114, 1.39747, 2.44894)
O (-4.43104, 3.03495, 4.28209)
O (-2.20280, 3.52960, 2.82183)
O (-2.04011, 1.82468, 4.53980)
C (-1.83169, -2.33909, -3.29521)
O (-1.35177, -1.59219, -2.19847)
C (-0.77205, -0.43340, -2.63679)
C (-0.59974, 0.55015, -1.39749)
N (0.12831, -0.09626, -0.34133)
C (1.52455, -0.25792, -0.77054)
C (2.46837, -0.56690, 0.38413)
O (2.19576, 0.28902, 1.51722)
C (3.19804, 0.15906, 2.57313)
H (-2.78407, -1.95437, -3.66000)
H (-2.06164, -3.36405, -3.00421)
H (-1.10002, -2.41949, -4.09912)
H (-1.40777, 0.06714, -3.36715)
H (0.19792, -0.70456, -3.05358)
H (-1.55713, 0.85384, -0.97409)
H (-0.14419, 1.44844, -1.81420)
H (-0.29057, -1.00485, -0.47952)
H (1.86109, 0.59493, -1.36000)
H (1.57770, -1.09323, -1.46877)
H (3.50391, -0.61409, 0.04716)
H (2.29537, -1.57769, 0.75354)
H (2.90607, 0.63207, 3.51074)
H (4.09306, 0.69650, 2.25975)
H (3.43054, -0.85793, 2.88901)

Partial atomic charges computed with the natural (NBO) method, in multiples of e: In 0.916; P 2.347; O -0.805; O -0.957; O -0.748; O -0.788; C -0.254; O -0.555; C -0.080; C -0.240; N -0.650; C -0.251; C -0.067; O -0.571; C -0.266; H 0.179; H 0.197; H 0.172; H 0.176; H 0.159; H 0.209; H 0.195; H 0.382; H 0.197; H 0.190; H 0.184; H 0.167; H 0.198; H 0.182; H 0.181